A 2-piece molecular cluster, C8H19NOS overall, computed with the ωB97M-V functional and the def2-TZVPD basis.

Cartesian coordinates (Å):
C1 2.535 0.085 1.274
C2 2.834 -1.468 -0.596
C3 -2.377 0.820 -1.465
C4 -3.129 -0.163 0.910
C5 -1.334 1.560 0.656
C6 3.614 0.769 -0.972
C7 3.000 -0.057 -0.169
C8 -2.068 0.477 -0.017
N1 -1.841 -2.041 -0.924
O1 -0.603 -1.244 1.471
S1 -0.823 -1.031 -0.280
H1 2.257 1.003 1.502
H2 3.261 -0.412 1.836
H3 1.674 -0.473 1.300
H4 3.328 -2.089 -0.004
H5 1.722 -1.790 -0.652
H6 3.100 -1.520 -1.678
H7 -3.120 0.282 -2.012
H8 -2.904 1.781 -1.420
H9 -1.390 0.905 -2.141
H10 -3.365 -1.142 0.790
H11 -4.019 0.429 0.719
H12 -2.875 -0.070 1.918
H13 -0.200 1.680 0.222
H14 -1.651 2.605 0.543
H15 -1.231 1.372 1.804
H16 3.788 1.854 -0.729
H17 4.002 0.427 -1.962
H18 -1.127 -1.868 1.881
H19 -1.333 -2.771 -1.459

## Properties
ΔE to the lowest compared entry with this formula, charge and spin: 1.1596 eV
frontier orbital gap: 9.876 eV
E_tot: -22972.8252 eV

C15H18ClN4O11P2PbS as an isolated structure, computed with the ωB97M-V functional and the def2-TZVPD basis.

Cartesian coordinates (Å):
Pb1 -0.351 -0.248 -1.292
N1 -3.698 3.186 -1.283
C1 -2.609 2.466 -1.128
S1 -1.752 1.882 -2.484
N2 -2.321 2.169 0.162
N3 -1.171 1.764 0.518
C2 -0.401 1.901 1.526
C3 -0.610 3.042 2.464
C4 0.429 3.934 2.726
C5 0.216 4.991 3.600
C6 -1.018 5.141 4.220
C7 -2.047 4.244 3.964
C8 -1.854 3.200 3.070
C9 0.715 0.933 1.743
C10 1.255 0.786 3.004
C11 2.296 -0.119 3.183
C12 2.776 -0.817 2.094
C13 2.172 -0.620 0.862
N4 1.155 0.227 0.699
H1 -4.043 3.391 -2.207
H2 -4.220 3.491 -0.475
H3 1.392 3.806 2.241
H4 1.017 5.695 3.797
H5 -1.179 5.963 4.906
H6 -3.004 4.355 4.461
H7 -2.654 2.495 2.863
H8 0.851 1.347 3.835
H9 2.721 -0.271 4.168
H10 3.592 -1.521 2.190
H11 2.501 -1.151 -0.024
C14 1.342 -4.273 -4.531
C15 0.868 -2.982 -3.863
O1 0.557 -1.934 -4.812
P1 2.173 -2.219 -2.877
O2 2.893 -3.313 -2.018
O3 3.350 -1.810 -3.843
O4 1.665 -1.047 -2.067
P2 -0.600 -3.301 -2.770
O5 0.175 -3.894 -1.467
O6 -1.544 -4.216 -3.410
O7 -1.153 -1.914 -2.367
H12 2.260 -4.112 -5.098
H13 0.557 -4.623 -5.201
H14 1.516 -5.057 -3.791
H15 -0.223 -2.192 -5.312
H16 2.253 -3.850 -1.505
H17 3.148 -1.069 -4.437
H18 -0.398 -3.875 -0.666
O8 -1.457 -3.131 0.489
Cl1 -1.800 -2.033 1.362
O9 -3.072 -2.217 1.968
O10 -0.755 -1.802 2.323
O11 -1.912 -0.796 0.489

## Properties
ΔE to the lowest compared entry with this formula, charge and spin: 0.2776 eV
frontier orbital gap (alpha / beta): 6.246 / 5.703 eV
charge: +1
E_tot: -91503.5418 eV

C2H13NO3 as an isolated structure, computed with the ωB97M-V functional and the def2-TZVPD basis.

Cartesian coordinates (Å):
H1 -0.330 -0.499 0.164
O1 -1.206 -0.256 1.003
N1 0.694 -0.526 -0.695
H2 -1.273 -1.008 1.695
H3 0.847 0.584 -0.982
C1 0.500 -1.571 -1.741
H4 -0.519 -1.309 -2.186
H5 1.329 -1.595 -2.517
H6 0.304 -2.577 -1.163
C2 1.861 -0.787 0.262
H7 2.282 -1.861 0.095
H8 2.563 0.043 0.115
H9 1.443 -0.718 1.270
O2 -2.408 1.874 2.177
H10 -2.185 2.745 1.749
H11 -1.984 1.096 1.798
O3 -0.421 2.051 -0.539
H12 -0.864 2.847 -0.718
H13 -0.633 1.467 0.212

## Properties
ΔE to the lowest compared entry with this formula, charge and spin: 2.4392 eV
frontier orbital gap: 10.453 eV
E_tot: -9915.7721 eV

C15H20N3O7S3Se4Zr as an isolated structure, computed with the ωB97M-V functional and the def2-TZVPD basis.

Cartesian coordinates (Å):
Zr1 -0.070 -0.225 -0.469
N1 1.993 0.919 -1.308
C1 2.805 1.907 -0.571
C2 2.296 3.339 -0.727
C3 1.425 3.850 0.419
C4 -0.007 3.343 0.440
N2 -0.110 1.897 0.728
H1 2.539 0.058 -1.334
H2 2.012 1.187 -2.298
H3 3.833 1.852 -0.944
H4 2.834 1.608 0.477
H5 1.745 3.425 -1.667
H6 3.160 4.002 -0.826
H7 1.376 4.942 0.372
H8 1.901 3.606 1.377
H9 -0.500 3.540 -0.511
H10 -0.556 3.890 1.215
H11 -1.054 1.723 1.067
H12 0.466 1.663 1.535
Se1 0.106 0.078 -3.600
Se2 2.130 0.494 -4.643
Se3 -2.654 2.840 -3.597
Se4 -0.585 2.186 -2.782
O1 -2.118 0.410 -0.437
N3 -3.101 0.076 -1.275
C5 -4.146 0.918 -1.368
C6 -5.242 0.593 -2.115
C7 -5.216 -0.601 -2.842
C8 -4.111 -1.406 -2.800
C9 -2.990 -1.068 -2.011
S1 -1.568 -1.962 -1.928
H13 -4.036 1.828 -0.804
H14 -6.059 1.294 -2.184
H15 -6.059 -0.878 -3.463
H16 -4.048 -2.315 -3.379
O2 -1.823 -2.049 2.990
S2 -0.707 -1.630 2.179
O3 -0.792 -1.985 0.722
O4 -0.566 -0.154 2.115
C10 0.699 -2.486 2.705
C11 0.617 -3.206 3.904
C12 1.571 -4.123 4.277
C13 2.670 -4.391 3.404
C14 2.788 -3.711 2.224
C15 1.846 -2.734 1.830
S3 2.234 -1.727 0.517
O5 1.750 -0.372 0.943
O6 3.640 -1.831 0.218
O7 1.413 -1.904 -0.758
H17 -0.255 -3.043 4.524
H18 1.467 -4.659 5.212
H19 3.418 -5.127 3.675
H20 3.637 -3.883 1.575

## Properties
spin multiplicity: 2
ΔE to the lowest compared entry with this formula, charge and spin: 0.0000 eV
frontier orbital gap (alpha / beta): 4.397 / 5.640 eV
charge: -2
E_tot: -329859.3483 eV

C17H13MnN7O8Se as an isolated structure, computed with the ωB97M-V functional and the def2-TZVPD basis.

Cartesian coordinates (Å):
Mn1 -0.216 -0.670 -0.725
O1 -0.794 -3.460 2.175
C1 -0.819 -2.401 1.580
O2 -0.114 -2.161 0.512
C2 -1.691 -1.272 2.126
C3 -2.426 -1.589 3.260
C4 -3.284 -0.680 3.848
C5 -3.474 0.587 3.312
C6 -2.758 0.885 2.186
C7 -1.808 0.033 1.566
O3 -1.139 0.512 0.568
N1 -2.999 2.181 1.532
O4 -2.688 3.191 2.132
O5 -3.548 2.156 0.446
N2 -4.032 -1.055 5.046
O6 -3.859 -2.168 5.504
O7 -4.793 -0.227 5.519
H1 -2.310 -2.580 3.674
H2 -4.160 1.289 3.759
N3 1.749 0.118 -1.124
C8 2.873 0.379 -1.055
N4 4.151 0.654 -0.992
C9 5.024 -0.196 -0.160
C10 5.286 0.495 1.166
O8 5.807 1.795 0.953
C11 4.874 2.615 0.275
C12 4.589 2.058 -1.110
H3 5.957 -0.337 -0.708
H4 4.546 -1.164 -0.022
H5 6.028 -0.056 1.742
H6 4.359 0.553 1.752
H7 5.314 3.609 0.201
H8 3.944 2.685 0.854
H9 5.496 2.066 -1.716
H10 3.816 2.627 -1.623
Se1 -4.570 -1.125 -1.645
N5 -4.529 -1.046 -3.412
C13 -3.255 -0.949 -3.754
C14 -2.730 -0.854 -5.080
C15 -1.385 -0.761 -5.218
C16 -0.533 -0.740 -4.062
N6 -0.964 -0.822 -2.838
C17 -2.327 -0.944 -2.669
N7 -2.822 -1.043 -1.456
H11 -3.400 -0.856 -5.929
H12 -0.924 -0.689 -6.193
H13 0.538 -0.640 -4.197

## Properties
spin multiplicity: 6
ΔE to the lowest compared entry with this formula, charge and spin: 0.0752 eV
frontier orbital gap (alpha / beta): 5.983 / 6.075 eV
E_tot: -141312.2482 eV

C47H57IN5O4PTi as an isolated structure, computed with the ωB97M-V functional and the def2-TZVPD basis.

Cartesian coordinates (Å):
Ti1 -1.157 0.508 1.327
C1 3.488 -0.266 7.210
C2 3.877 -0.424 5.750
C3 4.439 -1.838 5.521
C4 4.984 0.630 5.478
C5 2.651 -0.253 4.808
C6 1.362 -0.482 5.166
C7 0.365 -0.304 4.224
N1 0.535 0.085 2.950
C8 1.770 0.315 2.603
C9 2.850 0.159 3.516
C10 2.002 0.719 1.191
C11 3.228 0.813 0.622
C12 3.369 1.145 -0.705
C13 2.206 1.319 -1.407
C14 0.988 1.158 -0.809
N2 0.904 0.823 0.474
C15 4.745 1.332 -1.363
C16 5.484 2.504 -0.661
C17 4.559 1.462 -2.895
C18 5.502 0.049 -1.129
H1 4.215 -0.501 7.953
H2 2.628 -0.915 7.512
H3 3.253 0.843 7.415
H4 5.424 -2.002 5.984
H5 4.522 -2.053 4.486
H6 3.802 -2.507 6.040
H7 5.764 0.586 6.255
H8 4.553 1.681 5.506
H9 5.406 0.496 4.449
H10 1.078 -0.740 6.170
H11 -0.708 -0.470 4.515
H12 3.812 0.600 3.305
H13 4.065 0.719 1.266
H14 2.272 1.617 -2.461
H15 0.016 1.213 -1.332
H16 4.974 3.400 -0.516
H17 6.453 2.664 -1.206
H18 5.855 2.158 0.303
H19 3.962 2.331 -3.188
H20 4.085 0.582 -3.324
H21 5.550 1.529 -3.428
H22 5.800 -0.061 -0.013
H23 6.471 0.022 -1.672
H24 4.887 -0.772 -1.392
O1 -7.801 0.668 -1.412
C19 -7.196 -0.621 -1.226
C20 -5.897 -0.397 -0.512
C21 -5.449 -1.294 0.475
C22 -4.125 -1.046 0.958
N3 -3.293 -0.069 0.543
C23 -3.815 0.785 -0.312
C24 -5.070 0.724 -0.803
C25 -2.946 1.923 -0.671
C26 -3.237 2.742 -1.762
C27 -2.435 3.803 -2.116
C28 -2.751 4.661 -3.272
O2 -3.990 4.328 -3.809
C29 -1.270 3.988 -1.377
C30 -0.930 3.052 -0.411
N4 -1.777 2.007 -0.055
H25 -8.626 0.589 -1.853
H26 -6.976 -1.124 -2.170
H27 -7.838 -1.290 -0.624
H28 -6.025 -2.184 0.779
H29 -3.800 -1.708 1.734
H30 -5.492 1.527 -1.436
H31 -4.180 2.484 -2.259
H32 -2.026 4.466 -4.017
H33 -2.611 5.739 -2.990
H34 -4.068 4.822 -4.637
H35 -0.671 4.886 -1.484
H36 -0.016 3.111 0.188
N5 1.399 -3.301 2.716
C31 0.372 -4.053 1.966
C32 -0.959 -3.381 2.269
C33 -1.058 -1.929 1.808
O3 -1.749 -1.091 2.469
O4 -0.586 -1.428 0.725
H37 2.266 -3.826 2.829
H38 1.030 -3.119 3.665
H39 0.183 -5.157 2.126
H40 0.560 -3.944 0.853
H41 -1.119 -3.251 3.355
H42 -1.783 -3.957 1.889
I1 -0.954 3.180 3.274
C34 -2.208 1.524 2.885
H43 -3.217 1.824 2.748
H44 -2.220 0.854 3.794
C35 -2.899 -2.059 -1.936
P1 -1.471 -0.988 -2.180
C36 -2.034 0.005 -3.647
C37 -3.360 0.138 -4.244
C38 -3.557 1.081 -5.237
C39 -2.531 1.818 -5.766
C40 -1.276 1.719 -5.215
C41 -1.102 0.841 -4.200
C42 -0.312 -2.239 -2.814
C43 0.829 -2.430 -2.098
C44 1.769 -3.434 -2.448
C45 1.492 -4.244 -3.537
C46 0.281 -4.057 -4.247
C47 -0.534 -2.991 -3.950
H45 -3.251 -2.514 -2.814
H46 -3.659 -1.404 -1.521
H47 -2.606 -2.812 -1.205
H48 -4.122 -0.514 -3.874
H49 -4.551 1.175 -5.722
H50 -2.679 2.426 -6.615
H51 -0.485 2.310 -5.609
H52 -0.108 0.574 -3.927
H53 0.943 -1.750 -1.262
H54 2.662 -3.491 -1.814
H55 2.017 -5.144 -3.772
H56 0.000 -4.624 -5.090
H57 -1.394 -2.781 -4.596

## Properties
ΔE to the lowest compared entry with this formula, charge and spin: 2.1572 eV
frontier orbital gap: 6.515 eV
charge: +2
E_tot: -105798.7901 eV